(1)
Entry from OMol25: a molecular structure, H12O6 in a non-equilibrium geometry (ωB97M-V/def2-TZVPD).

CARTESIAN COORDINATES (ANGSTROEM)
1 O 0.27810 -1.88133 0.05214
2 H -0.48606 -2.34431 0.39558
3 H 0.80405 -2.56323 -0.36573
4 O -1.97706 0.63861 -0.02407
5 H -1.77680 1.56359 0.11927
6 H -1.12678 0.23213 -0.19150
7 O -0.65031 1.19085 1.65606
8 H 0.19361 1.63710 1.72599
9 H -0.46954 0.41807 1.12094
10 O 0.08695 0.55466 -1.84780
11 H 0.60939 0.34819 -2.62282
12 H -0.79358 0.24710 -2.06303
13 O -0.22483 0.00732 0.06447
14 H -0.12108 -0.94424 0.06267
15 H 0.30737 0.30815 -0.67208
16 O 1.80665 0.57974 0.79606
17 H 1.28200 0.13359 1.46083
18 H 2.25797 -0.12604 0.33301

Cartesian forces, eV/Å:
O 3.467 -12.216 0.435
H -0.516 -0.763 0.449
H 0.454 -0.333 -0.389
O -13.455 4.055 -2.216
H -0.539 -0.032 0.254
H -3.722 0.549 -1.941
O -0.271 4.761 6.801
H 0.065 0.357 0.295
H 0.083 0.334 1.073
O 1.186 1.423 -6.616
H 0.373 0.298 -0.471
H -0.917 0.188 0.283
O 10.505 -3.560 1.217
H -0.936 4.027 -0.780
H 1.344 0.415 0.836
O 2.545 0.568 0.461
H -0.023 0.002 0.281
H 0.358 -0.073 0.029

The calculation puts the energy relative to the best compared isomer or geometry (same formula, charge and spin) at 304.4 kcal/mol. As for the total charge: 0. For the HOMO-LUMO gap, the calculation gives 6.80 eV. Its spin multiplicity is 1. As for the HOMO energy: -0.273 Ha. Its total energy is -458.18731 Ha.

Atomic partial charges in e from the Mulliken method, atoms 1 to 2:
1 O -0.434
2 H 0.340



(2)
Entry from OMol25: 7 unconnected molecules or ions with the total composition C6H27N2O6 in a non-equilibrium geometry (ωB97M-V/def2-TZVPD).

CARTESIAN COORDINATES (ANGSTROEM)
1 C 0.06004 -1.88781 -0.13626
2 C -0.24240 -1.09741 1.10995
3 C -0.79749 0.25813 0.79398
4 C -1.90069 0.27307 0.04346
5 N -2.27315 1.29811 -0.85643
6 C -0.15225 1.55085 1.27656
7 C -1.06792 2.27722 2.27586
8 N 1.51129 -1.65407 -0.60510
9 H -0.11245 -2.97187 -0.02140
10 H -0.52537 -1.46650 -0.96104
11 H -0.91032 -1.79536 1.67135
12 H 0.63379 -1.11229 1.79489
13 H -2.46805 -0.65235 -0.12988
14 H -1.94237 2.22649 -0.62907
15 H -3.27559 1.29006 -1.00493
16 H 0.04893 2.12590 0.38833
17 H 0.79543 1.25163 1.75100
18 H -1.68730 3.01204 1.73598
19 H -1.68034 1.50359 2.72371
20 H -0.58739 2.78113 3.11247
21 H 1.63790 -2.20334 -1.46928
22 H 1.58560 -0.69551 -0.95978
23 H 2.25464 -1.95992 0.01973
24 H -0.96340 0.88524 -2.33456
25 H 0.54710 0.91500 -2.32984
26 O -0.19483 0.32869 -2.60072
27 H -0.55873 -2.87749 -3.33831
28 H 0.34493 -1.72439 -3.26012
29 O 0.22673 -2.60507 -2.85897
30 H 1.63874 2.40546 -1.32937
31 H 2.89858 1.53098 -1.75797
32 O 1.95362 1.51348 -1.56922
33 H -0.55889 3.32472 -2.47941
34 H 0.87550 3.87382 -2.58694
35 O 0.23912 3.48390 -1.97651
36 H 2.09784 -4.61275 1.07468
37 H 1.94570 -3.31994 1.91992
38 O 2.13418 -3.65035 1.02150
39 H -1.20644 -0.50880 3.82791
40 H -0.03791 -0.54620 4.77663
41 O -0.28638 -0.76813 3.87721

Cartesian forces, eV/Å:
C 0.563 0.060 -0.640
C 0.325 -1.510 1.403
C -0.597 0.345 0.446
C 0.340 -0.301 -0.829
N -0.715 0.016 0.526
C 0.425 -1.250 0.257
C -0.137 0.075 -0.370
N -0.852 -0.283 -1.521
H 0.417 0.639 -0.205
H 0.214 -0.567 0.231
H -0.075 0.886 -0.243
H -0.444 0.488 -0.506
H 0.316 0.331 -0.059
H -0.128 -0.004 0.254
H 0.095 0.335 -0.115
H 0.387 0.678 -0.115
H -0.165 0.420 -0.210
H -0.020 -0.334 0.434
H -0.485 0.164 0.079
H 0.389 0.139 -0.289
H -0.274 -0.206 0.328
H 0.141 0.295 0.638
H -0.253 0.191 0.341
H 0.119 -0.915 -0.086
H -0.156 -0.593 -0.427
O -0.022 0.946 0.150
H -0.183 -0.581 0.071
H 0.039 0.017 0.342
O 0.136 0.560 -0.818
H 0.174 -0.440 -0.125
H -0.110 0.288 0.042
O 0.573 -0.171 0.402
H -0.182 0.004 -0.310
H -0.280 0.143 -0.161
O 0.253 0.311 0.349
H 0.084 0.100 0.062
H 0.127 -0.442 -0.420
O -0.039 0.110 0.711
H -0.337 0.047 -0.083
H 0.130 0.013 0.231
O 0.206 -0.006 0.233

The calculation puts the energy relative to the best compared isomer or geometry (same formula, charge and spin) at 44.1 kcal/mol. As for the total charge: +1. For the HOMO-LUMO gap, the calculation gives 8.54 eV. Its spin multiplicity is 1. As for the HOMO energy: -0.404 Ha. Its total energy is -805.52106 Ha.

Atomic partial charges in e from the Mulliken method, atoms 1 to 2:
1 C -0.577
2 C -1.311



(3)
Entry from OMol25: a molecular structure, C22H48AsN2Si3W in a non-equilibrium geometry (ωB97M-V/def2-TZVPD).

CARTESIAN COORDINATES (ANGSTROEM)
1 W 0.09874 0.61053 0.98357
2 C -1.77116 -1.56785 2.27862
3 N -0.71216 -0.54964 2.59256
4 C 0.37036 -1.32340 3.28680
5 C -1.30995 0.46055 3.58583
6 C -0.50292 1.76786 3.72876
7 N -0.20613 2.29470 2.35654
8 C 1.00254 3.10310 2.56647
9 C -1.31965 3.12757 1.82134
10 H -2.02635 -2.04102 3.22040
11 H -1.38980 -2.27576 1.56360
12 H -2.65947 -1.08326 1.86710
13 H -0.06197 -1.90045 4.09580
14 H 1.19277 -0.69792 3.68589
15 H 0.78761 -2.01037 2.49933
16 H -1.47543 0.00746 4.59103
17 H -2.28666 0.69916 3.17104
18 H 0.46449 1.59971 4.25548
19 H -1.12034 2.53733 4.24730
20 H 0.85189 3.79114 3.38459
21 H 1.20327 3.66428 1.64903
22 H 1.85614 2.40228 2.83166
23 H -0.89639 4.05528 1.36007
24 H -1.98301 3.44969 2.66120
25 H -1.88093 2.50104 1.13354
26 C -4.26731 -0.24846 -0.51933
27 Si -3.06874 0.40915 -1.79450
28 C -3.38485 2.20887 -2.12509
29 C -3.29020 -0.53199 -3.36139
30 As -1.03448 -0.38009 -0.98628
31 Si -0.50589 -2.60190 -1.89028
32 C 0.79269 -3.46703 -0.90606
33 C 0.02547 -2.59234 -3.71296
34 C -2.12676 -3.65695 -1.82707
35 Si 0.65008 0.98990 -2.24798
36 C 2.09096 -0.09822 -2.82775
37 C -0.03264 1.76773 -3.84919
38 C 1.12181 2.52586 -1.16667
39 H -5.32044 -0.09500 -0.89498
40 H -4.22990 0.24149 0.42684
41 H -4.14905 -1.28333 -0.24950
42 H -3.44431 2.39369 -3.19678
43 H -2.51737 2.75727 -1.66799
44 H -4.29711 2.41603 -1.63374
45 H -4.15371 -0.18972 -3.96613
46 H -3.47360 -1.60733 -3.14342
47 H -2.34761 -0.48693 -3.96423
48 H 0.50615 -3.73389 0.10321
49 H 1.70092 -2.86354 -0.80408
50 H 1.04475 -4.40642 -1.40789
51 H 1.11722 -2.79584 -3.75230
52 H -0.02102 -1.67064 -4.26613
53 H -0.41790 -3.41128 -4.27351
54 H -2.55088 -3.60356 -0.81440
55 H -1.81871 -4.73722 -1.95632
56 H -2.92494 -3.52446 -2.53817
57 H 2.12945 -0.15904 -3.92612
58 H 2.05813 -1.15958 -2.48100
59 H 3.00372 0.33724 -2.41507
60 H -0.32097 1.02888 -4.60062
61 H 0.73261 2.43771 -4.30306
62 H -0.90687 2.37168 -3.65985
63 H 0.92298 2.28843 -0.13259
64 H 0.49370 3.34477 -1.55126
65 H 2.18939 2.75662 -1.29105
66 C 1.90089 0.30942 0.97625
67 C 3.18134 -0.07183 1.34632
68 C 3.61970 -1.40484 1.53761
69 C 4.90605 -1.62163 1.94685
70 C 5.81648 -0.56682 1.99227
71 C 5.41783 0.78145 1.76522
72 C 4.03717 1.02409 1.55110
73 H 2.91542 -2.18766 1.31402
74 H 5.25969 -2.68124 2.03906
75 H 6.83884 -0.83169 2.28684
76 H 6.19978 1.55670 1.84780
77 H 3.70656 2.10147 1.55382

Cartesian forces, eV/Å:
W 1.279 0.994 -0.380
C -0.379 0.752 -0.046
N 0.591 0.326 1.484
C 1.095 -0.520 -0.960
C -0.286 0.232 0.248
C -0.372 -1.203 -0.020
N 0.832 0.176 0.393
C 1.676 -0.180 -0.317
C -0.055 0.836 0.740
H -0.140 -0.262 0.028
H 0.188 -0.349 -0.118
H 0.126 0.003 0.008
H -0.084 -0.122 0.156
H -0.582 -0.125 -0.372
H -0.240 0.518 1.045
H 0.207 0.000 -0.803
H -0.223 0.085 0.081
H -0.813 0.154 -0.299
H 0.597 -0.671 -0.038
H -0.063 0.382 0.243
H 0.300 -0.094 0.256
H -0.979 1.092 -0.405
H -0.527 -0.996 0.037
H 0.376 -0.245 -0.758
H -0.462 0.322 -0.380
C -0.943 0.297 -0.598
Si -2.460 -0.411 -0.538
C 2.620 -0.264 0.400
C 0.645 -1.138 -0.629
As 1.493 -0.278 -0.823
Si -1.300 -1.836 -1.921
C 0.480 0.490 0.578
C 1.519 0.158 0.645
C 1.056 -0.511 1.092
Si 0.811 0.521 -1.722
C -0.332 -0.857 0.896
C -0.065 -0.259 0.404
C -0.417 -0.990 -1.778
H 0.996 -0.235 0.259
H 0.047 0.856 0.806
H 0.054 -0.715 -0.349
H 0.055 0.114 0.107
H -1.021 0.208 -0.474
H -0.964 0.630 0.525
H 0.542 0.081 0.340
H 0.137 0.671 -0.174
H -0.866 0.013 0.130
H -0.301 -0.087 0.307
H 0.049 -0.126 -0.210
H -0.037 0.158 -0.156
H -0.449 -0.087 0.233
H -0.573 0.405 -0.279
H -0.447 0.065 0.081
H -0.110 -0.098 -0.172
H 0.039 1.065 0.149
H -0.053 0.467 -0.325
H -0.017 0.351 0.380
H 0.032 0.851 -0.075
H 0.150 -0.053 -0.256
H 0.156 -0.042 0.068
H -0.228 -0.497 0.451
H -0.334 0.338 0.028
H 0.008 0.641 1.318
H 0.191 -0.155 0.589
H -0.301 -0.090 0.318
C -3.364 -1.335 1.008
C 0.724 0.693 -0.064
C -0.555 0.803 -0.456
C 0.478 -1.509 -0.657
C 0.061 0.850 0.339
C -0.318 -1.097 0.546
C 2.323 1.220 0.254
H 0.045 -0.356 0.107
H -0.305 1.217 0.230
H -0.296 0.454 -0.337
H -0.849 -0.280 -0.078
H 0.135 -1.414 -0.342

The calculation puts the energy relative to the best compared isomer or geometry (same formula, charge and spin) at 10.8 kcal/mol. As for the total charge: +3. For the HOMO-LUMO gap (alpha / beta), the calculation gives 5.68 / 5.83 eV. Its spin multiplicity is 1. As for the HOMO energy (alpha / beta): -0.622 / -0.621 Ha. Its total energy is -4146.89185 Ha.

Atomic partial charges in e from the Mulliken method, atoms 1 to 2:
1 W -1.385
2 C -0.955



(4)
Entry from OMol25: a molecular structure, C39H36ClFeN3Si2 in a non-equilibrium geometry (ωB97M-V/def2-TZVPD).

CARTESIAN COORDINATES (ANGSTROEM)
1 C 4.34799 -2.99635 -0.55624
2 C 3.85116 -1.91829 -1.35595
3 C 3.56090 -0.81232 -0.47596
4 H 3.77114 -1.91673 -2.44098
5 C 3.87778 -1.23049 0.87046
6 C 4.38231 -2.56890 0.80295
7 H 4.80405 -3.14057 1.63092
8 H 4.74128 -3.94129 -0.93266
9 H 3.20271 0.17008 -0.77285
10 H 3.79815 -0.61344 1.76402
11 Fe 2.34545 -2.41194 0.05793
12 Si 0.31458 -0.48881 0.16481
13 C -0.22784 -0.03376 -1.54416
14 C -1.59136 0.09750 -1.83846
15 H -2.32612 -0.06656 -1.04858
16 C -2.04381 0.49155 -3.09067
17 H -3.10761 0.68326 -3.23863
18 C -1.12253 0.67364 -4.12078
19 H -1.47101 0.99523 -5.10384
20 C 0.24134 0.48406 -3.86766
21 H 0.96983 0.60395 -4.66617
22 C 0.69168 0.17043 -2.58225
23 H 1.75930 0.05101 -2.37950
24 C 0.96090 0.98882 1.07166
25 C 1.27406 2.16630 0.37298
26 H 1.00954 2.25400 -0.68186
27 C 1.95458 3.21074 1.00644
28 H 2.20794 4.11023 0.44313
29 C 2.31555 3.09196 2.35396
30 H 2.84731 3.90849 2.85076
31 C 1.97938 1.93504 3.07161
32 H 2.29147 1.82390 4.11393
33 C 1.23341 0.92842 2.45207
34 H 0.86822 0.07822 3.03033
35 H -0.78722 -1.12789 0.88618
36 Si -3.94856 2.32603 0.87837
37 C -3.24839 3.73623 1.86035
38 C -3.27463 5.05725 1.38595
39 H -3.82323 5.30052 0.47020
40 C -2.57621 6.05778 2.07398
41 H -2.59120 7.07848 1.69229
42 C -1.87107 5.74734 3.24182
43 H -1.29422 6.51828 3.75434
44 C -1.93759 4.45238 3.76866
45 H -1.45996 4.21979 4.71938
46 C -2.63057 3.44990 3.08800
47 H -2.68400 2.44040 3.50398
48 C -4.24050 2.97753 -0.84554
49 C -3.17098 3.27221 -1.70164
50 H -2.13983 3.15688 -1.35172
51 C -3.41150 3.70209 -3.01367
52 H -2.56660 3.88558 -3.68171
53 C -4.72152 3.89659 -3.46535
54 H -4.90429 4.21031 -4.49678
55 C -5.78937 3.70986 -2.57792
56 H -6.81073 3.92634 -2.90055
57 C -5.55385 3.25605 -1.27439
58 H -6.38579 3.12643 -0.57547
59 H -5.08526 1.60296 1.51495
60 Cl -2.54115 0.81938 1.09419
61 N 1.98152 -5.58761 0.33198
62 C 1.63740 -5.11074 -0.92163
63 C 1.46549 -6.06776 -1.92712
64 C 1.24341 -5.64995 -3.23362
65 C 1.11538 -4.26980 -3.46111
66 C 1.19835 -3.37982 -2.40381
67 N 1.54671 -3.77073 -1.12934
68 C 1.86685 -4.91551 1.53829
69 C 1.86154 -5.70396 2.69229
70 C 1.91404 -5.08753 3.93632
71 C 1.90037 -3.68355 3.97411
72 C 1.83092 -2.95683 2.79830
73 N 1.84694 -3.55605 1.55747
74 H 2.05513 -6.59914 0.40596
75 H 1.56098 -7.11929 -1.63511
76 H 1.16277 -6.38770 -4.03355
77 H 0.96913 -3.89640 -4.47090
78 H 1.01166 -2.31376 -2.55138
79 H 1.86218 -6.78964 2.54913
80 H 1.95580 -5.69836 4.83822
81 H 1.96249 -3.16623 4.92813
82 H 1.78743 -1.86574 2.80871

Cartesian forces, eV/Å:
C 1.199 0.377 0.020
C 0.871 0.648 0.269
C 1.227 -0.249 0.059
H -0.095 -0.025 0.332
C 1.345 0.299 -0.351
C 1.247 0.669 -0.300
H -0.397 0.142 -0.233
H -0.312 0.255 0.151
H 0.063 -0.326 0.205
H -0.034 -0.206 -0.291
Fe -3.223 2.160 -0.639
Si 1.669 -2.116 0.116
C -0.585 0.355 -0.354
C -0.269 0.007 -0.052
H 0.344 -0.009 -0.477
C 0.198 -0.115 -0.182
H 0.271 -0.157 -0.106
C 0.054 0.110 0.045
H 0.186 -0.161 0.193
C 0.029 0.122 0.098
H -0.141 0.055 0.041
C -0.367 -0.012 -0.283
H -0.287 0.060 -0.178
C -0.550 0.691 0.279
C 0.499 0.031 0.393
H 0.083 -0.011 0.212
C -0.120 -0.189 0.249
H -0.083 -0.174 0.209
C 0.092 -0.038 -0.109
H -0.101 -0.326 -0.188
C -0.356 0.084 -0.163
H -0.239 0.147 -0.269
C 0.528 0.405 -0.269
H 0.234 0.086 -0.079
H -0.601 0.107 0.263
Si 0.084 -0.081 0.467
C -0.225 0.152 0.342
C 0.355 -0.016 0.308
H 0.291 -0.081 0.291
C -0.068 -0.202 0.032
H 0.085 -0.225 0.102
C -0.319 -0.173 -0.152
H -0.194 -0.200 -0.114
C -0.136 -0.037 -0.063
H -0.001 0.086 -0.234
C 0.186 0.549 -0.011
H 0.157 0.313 -0.166
C -0.357 -0.039 -0.163
C -0.122 -0.007 -0.320
H -0.341 -0.105 -0.173
C -0.063 0.053 0.190
H -0.273 -0.067 0.203
C 0.103 -0.070 0.391
H 0.037 -0.073 0.388
C 0.042 0.042 0.093
H 0.321 -0.113 0.084
C 0.328 -0.054 -0.322
H 0.191 -0.073 -0.336
H -0.223 0.522 -0.332
Cl -0.277 0.412 0.125
N -0.256 0.182 0.085
C 0.098 1.079 -0.425
C 0.045 -0.117 -0.469
C 0.135 0.117 0.825
C -0.063 -0.095 -0.135
C 0.356 -0.786 0.644
N -1.587 -2.607 -2.332
C 0.174 1.153 0.183
C 0.148 -0.022 0.481
C -0.089 -0.061 -0.840
C 0.031 -0.010 0.185
C -0.059 -1.129 -0.552
N -0.710 -2.061 3.164
H -0.067 0.532 -0.036
H -0.100 0.341 -0.368
H 0.008 0.333 0.176
H -0.163 0.004 0.235
H 0.222 -0.309 0.185
H -0.009 0.381 0.356
H -0.019 0.294 -0.181
H -0.113 -0.035 -0.215
H 0.060 -0.394 -0.208

As for the total charge: 0. As for the expectation value of S²: 6.0272. For the HOMO-LUMO gap (alpha / beta), the calculation gives 4.88 / 5.92 eV. Its spin multiplicity is 5. As for the HOMO energy (alpha / beta): -0.174 / -0.218 Ha. Its total energy is -3974.87787 Ha.

Atomic partial charges in e from the Mulliken method, atoms 1 to 2:
1 C -0.365
2 C -1.027



Number 1 is which compound?
H12O6



Look up the total charge of the second one.
+1